(1)
ORCA calculation (the ωB97M-V functional and the def2-TZVPD basis) on a structure of composition C12H16As2CrF3O2Se4.

Last column: Löwdin spin population.
Geometry (Å):
Cr 0.76 -1.49 -0.84  3.03
Se 1.71 -1.72 -3.01  -0.10
Se 3.37 -0.30 -3.29  -0.02
Se 2.32 -3.08 0.13  -0.02
Se 2.53 -3.84 -2.03  0.08
C 2.43 2.11 -0.90  0.00
As 1.96 0.42 0.01  0.00
C 3.56 0.24 1.12  0.00
C 0.58 1.24 1.12  0.00
C 0.88 2.00 2.25  0.00
C -0.14 2.63 2.95  0.00
C -1.45 2.50 2.54  0.00
C -1.76 1.75 1.42  0.00
C -0.75 1.11 0.70  0.00
As -1.15 0.04 -0.89  0.01
C -2.98 -0.58 -0.55  0.00
C -1.58 1.50 -2.15  0.01
H 2.57 2.89 -0.15  0.00
H 1.64 2.42 -1.60  0.00
H 3.35 1.94 -1.47  0.00
H 3.88 1.19 1.57  0.00
H 4.35 -0.12 0.44  0.00
H 3.42 -0.53 1.89  0.00
H 1.91 2.10 2.56  0.00
H 0.09 3.23 3.82  0.00
H -2.25 3.00 3.07  0.00
H -2.79 1.65 1.09  0.00
H -3.70 0.24 -0.65  0.00
H -3.05 -1.02 0.45  0.00
H -3.24 -1.36 -1.29  0.00
H -2.18 2.27 -1.67  0.00
H -2.14 1.07 -2.99  0.00
H -0.66 1.95 -2.55  0.00
F -2.90 -3.79 0.96  0.00
C -2.09 -4.06 -0.07  0.00
F -1.60 -5.29 0.09  0.00
F -2.84 -4.07 -1.18  0.00
C -0.98 -3.02 -0.23  0.01
O -0.62 -2.27 0.69  0.01
O -0.47 -2.94 -1.37  0.00

Values from the calculation:
frontier orbital gap (alpha / beta) = 6.53 / 6.66 eV
expectation value of S² = 3.876
spin multiplicity = 4
relative energy (zero: lowest compared OMol25 entry of this formula, charge and spin) = 22.59 kcal per mole
highest occupied orbital energy (alpha / beta) = -0.267 / -0.271 Ha



(2)
ORCA calculation (the ωB97M-V functional and the def2-TZVPD basis) on a cluster of 2 separate species, C27H39BBrF12IN2O8S in total.

Last column: Löwdin charge in e.
Geometry (Å):
C 1.82 -5.25 0.35  0.00
C 1.05 -5.81 -0.95  -0.37
O -0.04 -6.47 -0.76  0.02
O 1.49 -5.69 -2.31  -0.06
C 1.98 -4.35 -2.60  -0.19
C 1.37 -3.85 -4.01  -0.17
C -0.21 -3.55 -3.97  -0.17
C -0.40 -2.08 -3.28  -0.16
C -0.67 -2.21 -1.67  -0.13
C -1.96 -1.32 -1.26  -0.15
C -1.93 0.28 -1.41  0.04
C -1.00 1.24 -2.33  -0.06
C 0.58 0.94 -2.20  -0.18
C 1.47 2.21 -1.71  -0.13
C 2.06 1.86 -0.22  -0.06
C 3.55 1.24 -0.33  -0.26
F 3.71 0.33 -1.46  0.02
F 4.39 2.38 -0.69  0.04
C 4.16 0.68 1.04  -0.28
F 5.51 0.20 0.79  0.05
F 4.34 1.78 1.97  0.06
S 3.23 -0.65 1.94  1.02
F 4.43 -1.77 1.48  -0.19
F 2.33 -1.13 0.61  -0.19
F 2.05 0.39 2.53  -0.16
F 4.19 -0.35 3.32  -0.17
F 2.49 -1.88 2.81  -0.18
N -2.90 0.68 -0.56  -0.05
N -3.23 2.05 -0.43  0.16
C -3.96 2.45 -1.45  -0.07
O -4.65 2.69 -2.47  0.16
C -3.67 -0.33 0.28  -0.15
C -5.26 -0.42 0.06  -0.14
C -6.13 -0.50 1.42  -0.70
C -7.69 -0.25 0.96  -0.15
Br -5.71 0.91 2.76  0.66
C -2.75 -1.66 0.12  -0.20
C -3.45 -3.10 -0.12  -0.09
C -4.50 -3.54 1.02  -0.71
O -5.65 -3.95 0.63  -0.08
I -4.13 -3.57 3.17  0.93
B -1.51 -1.58 1.21  -0.51
O -1.02 -2.77 1.91  0.04
O -0.80 -0.34 1.51  0.08
H 1.63 -4.10 0.39  0.08
H 1.29 -5.69 1.27  0.10
H 2.94 -5.48 0.37  0.10
H 1.72 -3.56 -1.80  0.11
H 3.13 -4.40 -2.69  0.14
H 1.99 -2.93 -4.35  0.12
H 1.62 -4.68 -4.78  0.13
H -0.81 -4.35 -3.40  0.12
H -0.60 -3.54 -5.05  0.11
H -1.32 -1.54 -3.74  0.11
H 0.56 -1.48 -3.51  0.10
H 0.29 -1.96 -1.10  0.10
H -0.93 -3.31 -1.40  0.13
H -2.72 -1.63 -2.09  0.17
H -1.20 2.33 -1.98  0.12
H -1.38 1.21 -3.43  0.15
H 0.96 0.66 -3.26  0.12
H 0.85 0.04 -1.53  0.09
H 0.88 3.20 -1.71  0.13
H 2.38 2.28 -2.41  0.12
H 2.15 2.87 0.33  0.15
H 1.29 1.15 0.25  0.10
H -3.36 0.02 1.35  0.13
H -5.51 -1.34 -0.58  0.13
H -5.67 0.50 -0.53  0.13
H -6.12 -1.52 1.94  0.05
H -7.87 0.90 1.09  0.07
H -8.41 -0.75 1.72  0.10
H -7.89 -0.57 -0.12  0.09
H -3.95 -3.22 -1.16  0.15
H -2.59 -3.89 -0.10  0.15
H -0.72 -2.49 2.81  0.12
H -1.30 0.12 2.24  0.14
C 4.96 5.01 2.61  -0.10
C 5.03 6.29 3.42  -0.28
O 4.31 7.36 2.85  -0.12
C 2.86 7.41 3.03  -0.53
O 2.53 7.28 4.29  -0.19
C 2.09 6.42 2.07  -0.53
F 2.69 6.34 0.85  0.07
F 0.82 6.86 1.82  0.09
F 1.97 5.15 2.52  0.08
H 5.03 5.21 1.54  0.07
H 5.77 4.33 2.90  0.06
H 4.03 4.48 2.80  0.05
H 6.08 6.61 3.42  0.11
H 4.77 6.12 4.47  0.11
H 2.63 8.38 2.55  0.13

Values from the calculation:
frontier orbital gap = 2.26 eV
relative energy (zero: lowest compared OMol25 entry of this formula, charge and spin) = 210.46 kcal per mole
highest occupied orbital energy = -0.186 Ha



(3)
ORCA calculation (the ωB97M-V functional and the def2-TZVPD basis) on the ion C2H8NOS with charge +1.

Last column: natural (NBO) charge in e.
Geometry (Å):
C -1.73 0.52 0.72  -0.27
C 0.42 -0.07 -0.07  0.15
N 1.03 -0.50 -1.39  -0.70
O -0.86 0.26 -0.39  -0.53
S 1.44 1.37 0.53  -0.02
H -2.70 0.74 0.28  0.23
H -1.38 1.39 1.28  0.21
H -1.80 -0.35 1.37  0.19
H 0.50 -0.89 0.66  0.21
H 0.90 0.29 -2.05  0.46
H 0.53 -1.31 -1.78  0.45
H 2.03 -0.70 -1.30  0.46
H 1.97 0.77 1.59  0.16

Values from the calculation:
frontier orbital gap = 10.67 eV
relative energy (zero: lowest compared OMol25 entry of this formula, charge and spin) = 24.24 kcal per mole
highest occupied orbital energy = -0.530 Ha
structure (SMILES) = CO[C@@H]([NH3+])S
net charge = +1



(4)
ORCA calculation (the ωB97M-V functional and the def2-TZVPD basis) on the molecule C10H13OPS.

Last column: natural (NBO) charge in e.
Geometry (Å):
C -2.00 -1.54 3.08  -0.20
C -2.21 -0.23 2.69  -0.22
C -1.61 -2.49 2.14  -0.21
C -2.03 0.14 1.37  -0.15
C -1.42 -2.13 0.82  -0.20
C -1.64 -0.81 0.43  -0.40
C 0.88 1.52 -2.17  -0.52
C -0.23 1.91 -1.16  -0.05
C 1.33 0.12 -2.05  -0.05
C 2.13 -0.33 -0.89  -0.69
O -1.44 1.24 -1.38  -0.80
P -1.53 -0.41 -1.36  1.17
S -3.20 -0.92 -2.22  -0.47
H -2.15 -1.83 4.11  0.22
H -2.52 0.51 3.41  0.22
H -1.46 -3.52 2.45  0.22
H -2.21 1.16 1.06  0.22
H -1.13 -2.85 0.08  0.22
H 0.50 1.72 -3.17  0.23
H 1.71 2.20 -1.95  0.22
H 0.12 1.74 -0.14  0.17
H -0.46 2.97 -1.29  0.20
H 1.33 -0.50 -2.94  0.20
H 2.27 -1.41 -0.90  0.23
H 1.68 -0.04 0.05  0.22
H 3.12 0.14 -0.92  0.22

Values from the calculation:
frontier orbital gap (alpha / beta) = 7.83 / 6.43 eV
highest occupied orbital energy (alpha / beta) = -0.291 / -0.284 Ha